Here is a molecular structure, C27H31AsF7N3O2V in a non-equilibrium geometry from the Open Molecules 2025 dataset. Energies are from ωB97M-V with the def2-TZVPD basis set.

Values from the calculation:
LUMO level (spin up / spin down) in eV: -7.0 / -7.0
Total charge: +2
2S+1: 2

Cartesian coordinates (Å):
V -1.31 -0.64 0.07
C -2.44 -2.37 2.57
N -2.80 -1.23 1.70
C -4.13 -1.51 1.09
C -2.90 0.00 2.52
C -3.06 1.16 1.56
N -2.16 0.90 0.41
C -2.23 1.92 -0.59
C -2.75 1.62 -1.84
F -3.15 0.37 -2.11
C -2.84 2.58 -2.83
F -3.34 2.24 -4.01
C -2.42 3.87 -2.59
C -1.89 4.18 -1.35
F -1.44 5.40 -1.09
C -1.79 3.21 -0.37
F -1.24 3.52 0.82
H -3.22 -2.54 3.32
H -1.51 -2.17 3.09
H -2.35 -3.28 1.97
H -4.92 -1.37 1.84
H -4.17 -2.53 0.73
H -4.32 -0.84 0.25
H -1.99 0.10 3.10
H -3.74 -0.05 3.21
H -2.80 2.10 2.05
H -4.09 1.25 1.21
H -2.49 4.63 -3.36
C 0.24 0.91 -3.15
As 0.55 0.48 -1.30
C 1.55 2.05 -0.75
C 1.91 -0.95 -1.48
C 3.32 -0.44 -1.53
C 3.99 -0.10 -0.36
C 5.29 0.38 -0.40
C 5.93 0.53 -1.62
C 5.28 0.20 -2.79
C 3.97 -0.29 -2.75
H 1.19 0.81 -3.67
H -0.11 1.94 -3.24
H -0.49 0.24 -3.59
H 2.42 2.11 -1.40
H 1.89 1.99 0.28
H 0.92 2.93 -0.88
H 1.63 -1.46 -2.40
H 1.78 -1.65 -0.66
H 3.49 -0.22 0.60
H 5.80 0.63 0.52
H 6.95 0.90 -1.65
H 5.78 0.31 -3.74
H 3.47 -0.56 -3.67
F 3.44 0.53 4.99
C 3.46 -0.51 4.17
F 3.55 -1.63 4.88
F 4.54 -0.42 3.38
C 2.22 -0.54 3.29
C 1.53 0.63 3.00
C 0.48 0.59 2.12
N 0.07 -0.57 1.54
C 0.73 -1.70 1.85
C 1.81 -1.73 2.71
H 1.82 1.57 3.45
H -0.07 1.48 1.86
H 0.38 -2.62 1.40
H 2.31 -2.66 2.92
C -2.49 -3.97 -2.30
O -2.62 -3.32 -0.98
C -1.91 -2.29 -0.76
O -1.10 -1.74 -1.54
H -3.20 -4.78 -2.28
H -1.47 -4.34 -2.41
H -2.73 -3.24 -3.07